Density functional theory data (ωB97M-V/def2-TZVPD) for a structure of composition C43H35BN12OPSr.

- ΔE to the lowest compared entry with this formula, charge and spin (kcal per mole) = 0.0
- strongest force on any atom (eV/Å) = 0.65
- HOMO (spin up / spin down) (eV) = -6.352 / -8.296
- total charge = 0
- HOMO-LUMO gap (spin up / spin down) (eV) = 6.3 / 8.2
- 2S+1 = 2
- LUMO (spin up / spin down) (Eh) = -0.00290 / -0.00275

Geometry (Å):
Sr: 0.6372 0.0101 -0.5153
C: -4.2252 -0.9036 -0.5068
C: -3.0567 -0.5057 0.1532
N: -2.0078 -0.5734 -0.6532
N: -2.4766 -1.0035 -1.8544
C: -3.8092 -1.2027 -1.7853
B: -1.4934 -0.9676 -3.0386
N: -1.0799 0.4935 -3.3403
C: -1.4597 1.2083 -4.4235
C: -1.0299 2.5049 -4.2634
C: -0.3851 2.5010 -3.0210
N: -0.4284 1.2989 -2.4689
N: -0.2489 -1.8759 -2.6777
C: -0.2917 -3.2241 -2.6895
C: 0.9908 -3.7089 -2.5591
C: 1.7805 -2.5535 -2.4708
N: 1.0378 -1.4555 -2.5480
N: -2.0463 -1.5638 -4.3339
C: -1.2770 -1.9057 -5.3978
C: -2.1115 -2.2768 -6.4203
C: -3.4019 -2.1296 -5.8774
N: -3.3579 -1.6938 -4.6309
H: -5.2274 -0.9534 -0.1187
H: -2.9316 -0.1626 1.1690
H: -4.3486 -1.5278 -2.6585
H: -2.0095 0.7396 -5.2223
H: -1.1580 3.3268 -4.9452
H: 0.1222 3.3035 -2.5073
H: -1.2316 -3.7366 -2.8221
H: 1.3037 -4.7383 -2.5424
H: 2.8485 -2.4534 -2.3507
H: -0.2009 -1.8502 -5.3442
H: -1.8327 -2.6078 -7.4056
H: -4.3582 -2.3208 -6.3383
C: 3.6716 -0.8152 6.1600
C: 2.9722 -1.9852 5.9027
C: 2.0099 -2.0205 4.9022
C: 1.7537 -0.8886 4.1335
C: 2.4602 0.2863 4.4030
C: 3.4055 0.3258 5.4150
P: 0.5271 -0.7667 2.7912
C: -0.1715 -2.4422 2.5959
C: -1.5431 -2.6857 2.5611
C: -2.0334 -3.9316 2.1888
C: -1.1632 -4.9570 1.8570
C: 0.2071 -4.7289 1.8937
C: 0.6974 -3.4827 2.2488
C: -0.8447 0.1556 3.5643
C: -1.3890 -0.3541 4.7177
C: -2.6174 0.1002 5.2289
C: -3.3214 1.0286 4.5211
C: -2.7900 1.6104 3.3444
C: -3.5575 2.5640 2.6365
C: -3.0596 3.1683 1.5215
C: -1.7416 2.8966 1.1219
C: -0.9724 1.9912 1.7975
C: -1.4897 1.2384 2.8932
H: 4.4163 -0.7893 6.9457
H: 3.1651 -2.8743 6.4901
H: 1.4593 -2.9360 4.7225
H: 2.2568 1.1812 3.8209
H: 3.9364 1.2473 5.6184
H: -2.2459 -1.9017 2.8215
H: -3.1036 -4.0921 2.1588
H: -1.5472 -5.9275 1.5706
H: 0.8985 -5.5225 1.6370
H: 1.7659 -3.3177 2.2543
H: -0.8776 -1.1689 5.2205
H: -3.0138 -0.3246 6.1416
H: -4.3007 1.3525 4.8521
H: -4.5486 2.8008 3.0037
H: -3.6480 3.8862 0.9660
H: -1.2925 3.4346 0.2976
O: 0.3600 1.8852 1.4137
N: 0.9824 3.1735 1.5890
C: 1.8489 3.4008 0.5663
C: 2.2598 2.4498 -0.3652
N: 2.5753 1.6079 -1.1079
C: 2.4412 4.6910 0.5137
N: 2.9195 5.7391 0.4648
C: 6.6283 -2.2410 2.8006
C: 5.4088 -1.8222 2.0359
C: 4.9927 -0.5001 1.9863
C: 3.8425 -0.1660 1.2893
N: 3.0928 -1.0561 0.6419
C: 3.5054 -2.3259 0.6683
C: 4.6337 -2.7502 1.3434
H: 7.0780 -1.3961 3.3193
H: 7.3769 -2.6708 2.1329
H: 6.3736 -3.0007 3.5414
H: 5.5454 0.2770 2.4988
H: 3.5085 0.8638 1.2649
H: 2.8888 -3.0407 0.1347
H: 4.9006 -3.8003 1.3304

Cartesian forces, eV/Å:
Sr 0.10 -0.07 0.64
C 0.05 0.05 0.02
C -0.03 -0.04 0.02
N 0.29 -0.02 -0.04
N -0.11 -0.04 0.09
C -0.01 -0.02 -0.06
B 0.14 -0.10 -0.14
N -0.06 0.15 -0.12
C 0.03 -0.12 0.03
C -0.01 -0.01 0.00
C 0.04 0.00 0.05
N -0.01 -0.25 0.07
N 0.02 0.05 -0.05
C -0.07 0.01 0.04
C -0.06 0.05 0.02
C 0.01 0.04 0.02
N -0.14 -0.06 -0.19
N -0.05 -0.11 0.03
C -0.01 0.03 0.06
C -0.02 -0.02 -0.03
C -0.03 0.04 -0.03
N 0.03 0.04 -0.08
H 0.01 0.00 0.01
H -0.01 -0.03 0.00
H 0.03 0.04 0.07
H 0.00 0.05 -0.02
H 0.00 0.00 0.01
H -0.01 0.02 -0.03
H 0.03 -0.02 0.02
H 0.01 0.01 0.00
H -0.01 -0.03 -0.02
H -0.02 -0.01 -0.01
H -0.01 -0.01 0.01
H 0.01 -0.01 -0.02
C 0.01 -0.03 0.03
C 0.03 0.00 0.03
C -0.05 -0.03 -0.13
C -0.01 0.10 0.15
C 0.01 0.02 -0.03
C -0.01 0.02 -0.05
P 0.03 0.10 -0.45
C -0.04 -0.07 0.06
C -0.08 0.00 0.01
C 0.00 0.04 0.02
C 0.02 0.00 0.01
C 0.01 -0.01 -0.01
C -0.12 -0.03 0.00
C 0.06 -0.10 0.20
C 0.08 0.02 0.01
C 0.00 0.01 -0.03
C 0.04 -0.03 0.03
C -0.02 0.00 0.02
C -0.04 0.05 -0.04
C -0.02 0.01 0.00
C 0.04 -0.05 0.03
C -0.07 0.17 -0.11
C -0.16 0.05 0.01
H -0.01 0.00 -0.01
H 0.00 0.01 0.00
H 0.01 0.01 0.00
H 0.01 -0.02 0.00
H 0.00 -0.01 0.00
H 0.08 -0.07 -0.05
H 0.00 -0.01 -0.01
H 0.00 0.00 0.00
H -0.02 0.00 0.01
H 0.05 0.03 0.05
H -0.02 0.02 -0.01
H -0.01 0.01 0.00
H 0.00 -0.01 0.00
H 0.01 0.01 -0.01
H -0.01 -0.01 0.01
H 0.00 0.01 0.00
O 0.11 -0.29 -0.18
N -0.22 0.19 0.33
C 0.21 0.08 -0.08
C 0.11 0.10 -0.01
N 0.00 0.10 -0.02
C -0.03 0.01 0.01
N 0.02 0.00 0.00
C 0.04 -0.01 0.03
C -0.05 0.00 -0.02
C -0.03 0.02 0.02
C 0.04 -0.02 0.09
N -0.14 0.03 -0.22
C 0.02 -0.01 0.00
C 0.00 0.00 0.00
H 0.00 0.00 0.00
H -0.01 0.00 0.00
H 0.00 0.00 -0.01
H 0.01 -0.02 0.01
H -0.01 0.00 -0.02
H 0.00 0.00 -0.03
H 0.01 0.02 0.01

Atomic partial charges in e from the Löwdin method, atoms 1 to 8: 1.3366, -0.0474, -0.1534, -0.0125, 0.0058, -0.0623, -0.6679, 0.0037

Density functional theory data (ωB97M-V/def2-TZVPD) for a structure of composition C43H35Br2IN6OS2SbSn at a distorted geometry.

- ΔE to the lowest compared entry with this formula, charge and spin (kcal per mole) = 25.7
- strongest force on any atom (eV/Å) = 1.95
- HOMO (eV) = -9.756
- total charge = +1
- HOMO-LUMO gap (eV) = 7.1
- 2S+1 = 1
- LUMO (Eh) = -0.09866

Geometry (Å):
Sn: 0.3853 -0.9011 -0.1777
Br: -11.3107 5.2746 2.3050
C: -9.9139 4.0768 1.8848
C: -10.2134 2.7622 1.5819
C: -9.1784 1.8958 1.2560
C: -7.8636 2.3348 1.2525
C: -7.5807 3.6628 1.5545
C: -8.6051 4.5371 1.8714
N: -6.8759 1.3574 0.8933
N: -5.7346 1.7198 1.0989
C: -4.7205 0.7765 0.7516
C: -4.9381 -0.5484 0.4431
C: -3.8922 -1.4176 0.1002
C: -2.5806 -0.9736 0.0473
O: -1.5658 -1.7179 -0.3186
C: -2.3398 0.3863 0.4121
N: -1.0391 0.7953 0.3866
C: -0.7339 2.0363 0.7101
C: -1.7126 2.9644 1.0956
C: -3.0260 2.5819 1.1201
C: -3.3855 1.2578 0.7694
H: -11.2395 2.4212 1.5937
H: -9.3766 0.8593 1.0088
H: -6.5549 4.0029 1.5267
H: -8.3946 5.5719 2.1058
H: -5.9588 -0.9101 0.4728
H: -4.0900 -2.4549 -0.1461
H: 0.3099 2.3142 0.6518
H: -1.4129 3.9701 1.3620
H: -3.8076 3.2751 1.4038
C: -1.1333 -4.7029 3.6232
C: -1.5531 -3.3574 4.2160
C: -0.7104 -2.2279 3.6916
N: -0.2628 -2.1322 2.4945
N: 0.4884 -0.9842 2.2668
C: 0.6039 -0.2271 3.3272
N: 1.3629 0.8953 3.3902
S: -0.2185 -0.8820 4.6979
H: -1.7908 -5.4916 3.9897
H: -0.1074 -4.9505 3.9086
H: -1.1885 -4.6769 2.5356
H: -1.4839 -3.3771 5.3026
H: -2.5975 -3.1531 3.9676
H: 1.7351 1.2518 2.5151
H: 1.2296 1.5380 4.1493
Br: 1.5186 2.5328 -5.8590
C: -0.0710 1.5173 -5.9673
C: -0.7712 1.5341 -7.1665
C: -1.9456 0.8062 -7.2981
C: -2.4374 0.0740 -6.2268
C: -1.7502 0.0641 -5.0229
C: -0.5649 0.7757 -4.9043
I: 0.4386 0.6746 -3.0748
H: -0.3913 2.1239 -7.9912
H: -2.4756 0.8153 -8.2433
H: -3.3569 -0.4936 -6.3227
H: -2.1341 -0.4950 -4.1783
S: 2.5416 1.2048 0.1778
Sb: 4.1758 -0.3729 -0.1764
C: 5.9667 0.5862 0.3495
C: 6.0915 1.1274 1.6290
C: 7.2267 1.8573 1.9513
C: 8.2243 2.0504 1.0008
C: 8.0944 1.5144 -0.2723
C: 6.9626 0.7778 -0.6054
C: 4.2826 -0.7592 -2.2311
C: 4.2271 0.3773 -3.0369
C: 4.3095 0.2363 -4.4146
C: 4.4288 -1.0276 -4.9803
C: 4.4788 -2.1567 -4.1724
C: 4.4107 -2.0289 -2.7915
C: 3.9195 -2.0480 1.0680
C: 3.8001 -1.7834 2.4294
C: 3.7227 -2.8365 3.3291
C: 3.7709 -4.1490 2.8718
C: 3.8824 -4.4115 1.5124
C: 3.9571 -3.3618 0.6031
H: 5.3102 0.9927 2.3685
H: 7.3278 2.2851 2.9405
H: 9.1060 2.6269 1.2551
H: 8.8693 1.6735 -1.0114
H: 6.8636 0.3610 -1.6016
H: 4.1107 1.3637 -2.5987
H: 4.2721 1.1145 -5.0464
H: 4.4828 -1.1330 -6.0574
H: 4.5768 -3.1399 -4.6142
H: 4.4662 -2.9161 -2.1788
H: 3.7545 -0.7644 2.7927
H: 3.6276 -2.6318 4.3899
H: 3.7306 -4.9708 3.5779
H: 3.9165 -5.4329 1.1541
H: 4.0289 -3.5876 -0.4498

Cartesian forces, eV/Å:
Sn -0.10 -0.63 0.41
Br -0.02 0.03 0.02
C -0.03 0.03 0.00
C 0.04 -0.16 -0.05
C -0.08 -0.14 0.02
C -0.19 -0.10 -0.10
C 0.12 0.06 0.00
C 0.14 -0.01 0.00
N -1.68 -0.20 -0.07
N 1.93 0.21 0.12
C 0.05 -0.03 0.08
C -0.10 0.08 0.01
C 0.03 -0.03 -0.02
C -0.20 -0.01 0.00
O 0.13 0.11 0.09
C 0.07 0.05 0.02
N 0.15 0.25 -0.02
C -0.16 -0.07 -0.05
C 0.05 0.03 0.01
C -0.07 -0.06 -0.01
C 0.00 0.21 0.03
H 0.03 -0.01 -0.01
H -0.03 0.06 0.00
H -0.03 0.04 0.03
H 0.01 -0.03 -0.02
H 0.05 -0.04 -0.05
H -0.03 0.09 0.02
H -0.01 0.03 0.00
H -0.02 -0.06 -0.04
H 0.05 -0.04 -0.01
C 0.04 0.02 0.04
C 0.12 0.00 -0.21
C 0.15 0.16 0.00
N 0.23 0.21 -0.03
N -0.53 -0.43 -0.07
C 0.23 0.07 0.08
N -0.27 -0.27 -0.17
S -0.05 -0.01 0.12
H 0.03 0.04 -0.02
H -0.09 0.03 -0.04
H 0.00 -0.01 0.03
H 0.00 0.01 0.06
H 0.01 0.06 0.02
H 0.09 -0.07 -0.01
H -0.02 0.04 0.02
Br -0.02 -0.01 0.02
C -0.13 -0.03 -0.10
C -0.07 -0.01 -0.07
C 0.05 0.04 -0.03
C -0.06 -0.05 0.00
C -0.10 -0.02 -0.15
C 0.02 -0.05 0.28
I 0.20 0.31 -0.24
H -0.02 -0.06 0.03
H 0.03 0.02 0.07
H 0.09 0.08 0.00
H 0.06 0.02 -0.06
S 0.05 0.07 0.05
Sb -0.17 0.37 0.10
C 0.09 0.00 -0.04
C 0.13 0.00 -0.14
C -0.02 -0.04 -0.05
C -0.03 0.00 0.03
C -0.05 -0.03 0.00
C -0.02 -0.02 0.16
C 0.01 -0.10 0.05
C 0.04 -0.14 -0.07
C 0.02 -0.02 -0.03
C -0.01 0.02 0.03
C -0.01 0.05 0.00
C 0.03 0.19 -0.12
C 0.12 -0.11 -0.18
C -0.05 -0.14 -0.01
C -0.03 -0.06 0.03
C 0.02 0.03 -0.01
C -0.02 0.10 -0.01
C -0.08 0.00 0.27
H 0.02 0.05 -0.03
H 0.02 -0.02 -0.01
H -0.06 -0.03 -0.01
H -0.02 -0.02 0.02
H -0.01 0.02 0.02
H -0.02 -0.04 -0.02
H -0.01 -0.05 0.02
H 0.00 0.01 0.06
H -0.01 0.02 -0.01
H 0.02 0.03 -0.04
H -0.02 0.04 0.02
H 0.02 -0.02 -0.07
H -0.03 0.07 -0.05
H -0.01 0.03 0.02
H 0.02 0.01 0.03

Atomic partial charges in e from the Löwdin method, atoms 1 to 8: 1.0038, 0.7579, -0.6962, -0.1189, -0.0209, -0.2442, -0.0244, -0.1199

Number 1: electronic energy -2788.96380 a.u.. Number 2: electronic energy -8759.83135 a.u..